This record from the Open Molecules 2025 dataset describes 2 unconnected molecules or ions with the total composition C12H19IO at a distorted geometry. The level of theory is wB97M-V/def2-TZVPD.

```
! wB97M-V def2-TZVPD RIJCOSX def2/J DEFGRID3
* xyz 0 1
C 0.915 -0.510 -1.545
C 1.310 -1.676 -0.906
C 0.469 -2.868 -0.874
C 2.253 -1.524 0.180
C 0.077 -2.929 0.597
C 0.038 -1.536 1.270
C 1.308 0.629 0.568
C 1.417 -0.762 1.167
C 1.026 0.689 -0.851
C 0.824 1.983 -1.440
C -2.671 3.231 0.809
C -2.200 1.487 -0.742
O -1.825 2.218 0.359
I -3.694 -0.129 -0.179
H 0.341 -0.543 -2.474
H -0.445 -2.810 -1.384
H 1.021 -3.824 -1.040
H 2.649 -2.487 0.683
H 3.182 -0.882 -0.064
H -0.991 -3.263 0.742
H 0.656 -3.669 1.233
H -0.629 -0.780 0.775
H -0.534 -1.490 2.197
H 0.512 1.335 1.093
H 2.250 1.225 0.863
H 1.916 -0.763 2.229
H 0.372 2.622 -0.549
H 0.187 1.922 -2.242
H 1.620 2.616 -1.816
H -3.608 2.810 0.884
H -2.824 4.005 0.060
H -2.101 3.583 1.756
H -2.824 2.093 -1.360
*
```

**Lowest unoccupied orbital energy (spin up / spin down)**: -0.051 / 0.013 hartree
**Electronic energy**: -841.3377 hartree
**HOMO-LUMO gap (spin up / spin down)**: 4.95 / 9.09 eV
**Energy above the lowest of the compared OMol25 structures with the same formula, charge and spin**: 83.2 kcal/mol

***

This record from the Open Molecules 2025 dataset describes a molecular structure, C12H19MoN at a distorted geometry. The level of theory is wB97M-V/def2-TZVPD.

```
! wB97M-V def2-TZVPD RIJCOSX def2/J DEFGRID3
* xyz 0 3
C -1.641 2.189 0.798
C -0.298 2.485 1.031
C 0.268 1.449 1.801
C -0.758 0.487 2.092
C -1.964 0.952 1.449
Mo -0.753 -0.178 0.040
C 0.101 2.245 -2.296
C -0.927 2.508 -3.109
C -2.011 2.190 -3.828
N -1.699 -1.668 -0.363
H 1.256 1.466 2.248
H 0.219 3.382 0.684
H -0.705 -0.364 2.772
H -2.954 0.679 1.824
H -2.312 2.741 0.137
H 0.466 3.086 -1.678
H -2.374 -0.856 -0.908
H 0.815 1.482 -2.664
H -2.115 2.869 -4.710
H -2.674 1.393 -3.572
C 0.462 -2.987 1.129
C 1.461 -1.835 0.869
C 2.832 -2.497 0.720
C 1.057 -0.829 -0.287
H 0.267 -3.540 0.203
H -0.523 -2.674 1.513
H 0.835 -3.708 1.878
H 1.474 -1.222 1.787
H 2.845 -3.099 -0.199
H 3.627 -1.748 0.646
H 3.021 -3.154 1.589
H 1.698 0.082 -0.316
H 1.001 -1.323 -1.283
*
```

**Lowest unoccupied orbital energy (spin up / spin down)**: 0.010 / -0.022 hartree
**Electronic energy**: -591.3226 hartree
**HOMO-LUMO gap (spin up / spin down)**: 7.29 / 8.33 eV
**Expectation value of S²**: 2.016
**Energy above the lowest of the compared OMol25 structures with the same formula, charge and spin**: 32.6 kcal/mol

***

This record from the Open Molecules 2025 dataset describes 2 unconnected molecules or ions with the total composition C12H19N2 at a distorted geometry. The level of theory is wB97M-V/def2-TZVPD.

```
! wB97M-V def2-TZVPD RIJCOSX def2/J DEFGRID3
* xyz 1 1
C 0.994 -0.055 1.084
C 0.395 1.203 1.083
C -0.962 1.521 1.056
C -2.054 0.661 1.047
C -2.063 -0.731 1.046
C -0.982 -1.605 1.054
C 0.376 -1.305 1.080
H 2.089 -0.071 1.025
H 1.084 2.054 1.099
H -1.202 2.591 1.045
H -3.042 1.143 1.029
H -3.054 -1.203 1.027
H -1.234 -2.672 1.044
H 1.053 -2.165 1.094
N 4.097 2.490 1.766
C 5.265 1.980 2.501
C 4.700 1.066 3.587
C 5.684 0.244 4.441
C 4.919 -1.062 4.732
C 3.791 -1.150 3.674
N 3.797 0.127 3.035
H 3.554 3.085 2.393
H 4.401 3.057 0.983
H 5.894 1.391 1.820
H 5.875 2.778 2.961
H 4.165 1.751 4.285
H 6.623 0.058 3.911
H 5.907 0.790 5.364
H 5.561 -1.944 4.721
H 4.465 -0.990 5.724
H 4.012 -1.967 2.962
H 2.812 -1.389 4.123
H 2.981 0.481 2.547
*
```

**Lowest unoccupied orbital energy**: -0.201 hartree
**Electronic energy**: -577.8506 hartree
**HOMO-LUMO gap**: 5.12 eV
**Energy above the lowest of the compared OMol25 structures with the same formula, charge and spin**: 70.4 kcal/mol

***

This record from the Open Molecules 2025 dataset describes a molecular structure, C12H19N6O14P2W at a distorted geometry. The level of theory is wB97M-V/def2-TZVPD.

```
! wB97M-V def2-TZVPD RIJCOSX def2/J DEFGRID3
* xyz 3 1
W 0.403 0.850 -0.378
C -2.357 1.495 -1.738
C -2.060 2.903 -1.296
N -0.646 2.911 -0.777
C -0.457 3.864 0.390
C 0.019 3.097 1.627
N -0.399 1.680 1.448
C -1.908 1.553 1.601
C -2.503 0.545 0.632
N -1.798 0.598 -0.692
H -3.424 1.308 -1.863
H -1.863 1.239 -2.678
H -2.149 3.624 -2.108
H -2.729 3.222 -0.501
H -0.067 3.281 -1.519
H 0.273 4.618 0.114
H -1.405 4.368 0.553
H 1.101 3.111 1.718
H -0.401 3.480 2.556
H 0.030 1.080 2.164
H -2.102 1.261 2.632
H -2.315 2.551 1.463
H -2.385 -0.461 1.022
H -3.569 0.721 0.486
H -1.813 -0.336 -1.085
O 2.453 -1.124 -0.990
P 3.286 -0.120 -0.078
O 4.414 -0.659 0.614
O 2.005 0.519 0.677
O 3.614 1.093 -1.162
P 2.489 2.057 -1.640
O 2.989 2.997 -2.717
O 1.753 2.659 -0.469
O 1.222 1.143 -2.101
H 3.012 -1.699 -1.544
H 3.859 2.952 -3.167
O 0.538 -6.859 -0.516
N 0.521 -6.313 0.563
O 0.642 -6.802 1.659
C 0.342 -4.823 0.530
C 0.342 -4.130 1.726
C 0.192 -2.751 1.687
C 0.057 -2.087 0.461
O -0.075 -0.753 0.386
C 0.044 -2.834 -0.723
C 0.187 -4.215 -0.700
N -0.118 -2.178 -2.023
O -0.175 -2.863 -2.989
O -0.187 -0.917 -2.129
N 0.171 -1.997 2.959
O 0.599 -2.538 3.930
O -0.294 -0.851 2.919
H 0.465 -4.654 2.668
H 0.180 -4.814 -1.602
*
```

**Lowest unoccupied orbital energy**: -0.487 hartree
**Electronic energy**: -2599.3043 hartree
**HOMO-LUMO gap**: 5.60 eV
**Energy above the lowest of the compared OMol25 structures with the same formula, charge and spin**: 60.0 kcal/mol

***

This record from the Open Molecules 2025 dataset describes a molecular structure, C12H19NaP at a distorted geometry. The level of theory is wB97M-V/def2-TZVPD.

```
! wB97M-V def2-TZVPD RIJCOSX def2/J DEFGRID3
* xyz 1 1
C 0.959 2.277 -0.079
C -0.194 3.302 -0.325
C -1.389 3.032 0.620
C -2.444 2.055 0.019
P -2.808 0.545 1.052
C -1.227 -0.117 1.794
C -0.348 -0.979 0.873
C 0.562 -1.870 1.389
C 1.330 -2.666 0.574
C 1.213 -2.571 -0.796
C 2.024 -3.426 -1.765
C 0.334 -1.656 -1.334
C -0.438 -0.879 -0.505
H 1.189 1.677 -0.966
H 1.858 2.742 0.333
H 0.603 1.562 0.670
H -0.511 3.317 -1.373
H 0.236 4.289 -0.122
H -1.898 3.989 0.787
H -1.001 2.718 1.594
H -3.396 2.591 -0.050
H -2.152 1.838 -1.017
H -3.136 -0.447 0.091
H -1.545 -0.789 2.601
H -0.634 0.676 2.261
H 0.688 -1.963 2.466
H 2.028 -3.398 0.994
H 1.470 -4.311 -2.087
H 2.163 -2.812 -2.661
H 2.997 -3.653 -1.321
H 0.228 -1.568 -2.413
H -1.102 -0.184 -1.008
Na 4.342 -3.321 -0.299
*
```

**Lowest unoccupied orbital energy**: -0.177 hartree
**Electronic energy**: -972.0420 hartree
**HOMO-LUMO gap**: 5.68 eV

***

This record from the Open Molecules 2025 dataset describes a molecular structure, C12H19O5STeTi at a distorted geometry. The level of theory is wB97M-V/def2-TZVPD.

```
! wB97M-V def2-TZVPD RIJCOSX def2/J DEFGRID3
* xyz 1 1
Ti 0.054 0.448 0.013
C 2.407 1.193 -1.311
C 1.340 2.080 -1.991
O 0.068 1.337 -2.072
C -1.191 2.103 -1.999
C -2.279 1.233 -1.329
O -1.998 0.619 0.005
C -2.288 1.219 1.344
C -1.206 2.085 2.030
O 0.053 1.322 2.105
C 1.324 2.068 2.039
C 2.398 1.187 1.362
O 2.108 0.587 0.023
H 3.359 1.714 -1.215
H 2.538 0.312 -1.939
H 1.586 2.309 -3.029
H 1.220 3.013 -1.452
H -1.426 2.338 -3.039
H -1.058 3.032 -1.458
H -2.421 0.357 -1.960
H -3.221 1.771 -1.238
H -2.432 0.336 1.965
H -3.231 1.755 1.251
H -1.450 2.310 3.070
H -1.072 3.019 1.498
H 1.563 2.291 3.080
H 1.207 3.003 1.505
H 2.527 0.303 1.986
H 3.349 1.710 1.275
O 0.067 2.107 0.020
Te 0.034 -2.179 0.006
C 0.013 -4.241 0.011
C -1.023 -5.058 -0.332
C -0.682 -6.435 -0.214
C 0.595 -6.621 0.214
S 1.407 -5.137 0.476
H -1.987 -4.693 -0.653
H -1.360 -7.245 -0.437
H 1.109 -7.552 0.392
*
```

**Lowest unoccupied orbital energy**: -0.144 hartree
**Electronic energy**: -2360.1433 hartree
**HOMO-LUMO gap**: 6.18 eV
**Energy above the lowest of the compared OMol25 structures with the same formula, charge and spin**: 131.1 kcal/mol